(1)
Molecular formula: C33H44BF4GeO2P2Pt
Method: DFT, wB97M-V/def2-TZVPD

## Properties
Energy above the lowest of the compared OMol25 structures with the same formula, charge and spin ... 15.3 kcal/mol
Total charge ... -1
HOMO-LUMO gap ... 0.2899 Ha

XYZ file:
```
88
C33H44BF4GeO2P2Pt wB97M-V/def2-TZVPD
Pt -0.13 -1.02 0.28
C 2.09 1.77 -0.98
P 1.80 0.31 0.05
C 2.51 0.80 1.65
C 3.07 -0.84 -0.65
C 2.93 -2.23 -0.02
P 1.17 -2.72 -0.18
C 0.99 -3.29 -1.90
C 1.10 -4.26 0.79
H 3.17 1.92 -1.06
H 1.62 2.65 -0.53
H 1.66 1.63 -1.98
H 3.55 1.14 1.52
H 2.45 -0.02 2.36
H 1.89 1.61 2.04
H 4.06 -0.41 -0.49
H 2.91 -0.89 -1.73
H 3.17 -2.17 1.04
H 3.58 -2.98 -0.47
H 1.84 -3.92 -2.20
H 0.90 -2.44 -2.56
H 0.07 -3.87 -1.96
H 1.54 -5.07 0.21
H 0.06 -4.48 1.02
H 1.66 -4.13 1.72
F -0.47 2.95 -0.64
B -0.08 4.28 -0.39
F -1.16 4.96 0.18
F 0.34 4.87 -1.59
F 1.00 4.22 0.53
C -3.93 -4.48 1.98
C -3.67 -4.08 0.52
C -3.34 -5.33 -0.31
C -4.93 -3.40 -0.06
C -2.55 -3.13 0.47
C -1.63 -2.34 0.40
H -4.79 -5.16 2.03
H -4.14 -3.60 2.59
H -3.06 -4.99 2.40
H -4.18 -6.03 -0.29
H -2.46 -5.83 0.09
H -3.14 -5.05 -1.34
H -5.78 -4.09 -0.01
H -4.77 -3.11 -1.09
H -5.18 -2.49 0.51
O -0.21 1.09 2.39
C -1.13 1.27 1.60
O -1.48 0.45 0.67
C -1.96 2.52 1.65
C -3.19 2.55 0.75
Ge -4.51 1.08 0.78
C -4.60 0.07 2.46
C -5.79 -0.60 2.78
C -5.96 -1.22 4.00
C -4.93 -1.21 4.93
C -3.73 -0.59 4.63
C -3.57 0.05 3.40
C -6.23 2.06 0.69
C -7.01 2.36 1.81
C -8.15 3.13 1.72
C -8.55 3.64 0.49
C -7.79 3.37 -0.64
C -6.65 2.59 -0.54
C -4.61 -0.10 -0.79
C -5.86 -0.59 -1.19
C -6.00 -1.41 -2.30
C -4.88 -1.75 -3.05
C -3.64 -1.27 -2.67
C -3.50 -0.46 -1.55
H -1.28 3.32 1.34
H -2.19 2.72 2.69
H -2.92 2.72 -0.30
H -3.78 3.43 1.05
H -6.61 -0.60 2.06
H -6.90 -1.72 4.23
H -5.06 -1.70 5.89
H -2.92 -0.59 5.34
H -2.62 0.52 3.19
H -6.71 1.98 2.78
H -8.73 3.35 2.61
H -9.45 4.24 0.41
H -8.09 3.76 -1.61
H -6.07 2.39 -1.43
H -6.75 -0.31 -0.63
H -6.98 -1.77 -2.58
H -4.99 -2.38 -3.92
H -2.76 -1.54 -3.25
H -2.53 -0.10 -1.27
```


(2)
Molecular formula: C33H44Cl2N7O8P2Tl
Method: DFT, wB97M-V/def2-TZVPD

## Properties
Energy above the lowest of the compared OMol25 structures with the same formula, charge and spin ... 51.4 kcal/mol
Total charge ... -2
HOMO-LUMO gap ... 0.1730 Ha

XYZ file:
```
97
C33H44Cl2N7O8P2Tl wB97M-V/def2-TZVPD
Tl 1.03 0.65 -1.34
C 1.46 2.59 3.82
N 0.11 2.42 3.29
C -0.27 3.59 2.50
P -0.03 0.91 2.56
O 1.03 0.61 1.60
O -1.52 1.08 1.97
P -2.59 0.44 0.93
O -2.26 0.23 -0.49
N -3.63 -0.61 1.73
C -4.33 -1.52 0.84
C -3.25 -1.23 2.98
N -3.65 1.80 0.89
C -4.15 2.32 2.14
C -3.33 2.86 -0.05
N -0.07 -0.12 3.84
C -0.80 0.17 5.05
C 0.78 -1.29 3.87
H 1.46 3.43 4.53
H 2.19 2.79 3.03
H 1.77 1.69 4.36
H -0.32 4.46 3.15
H -1.25 3.44 2.05
H 0.46 3.80 1.70
H -4.68 -0.98 -0.05
H -5.21 -1.91 1.37
H -3.70 -2.35 0.52
H -2.62 -0.56 3.56
H -2.70 -2.17 2.85
H -4.16 -1.43 3.57
H -4.43 1.50 2.80
H -5.05 2.92 1.96
H -3.43 2.95 2.67
H -2.82 2.43 -0.92
H -2.69 3.64 0.38
H -4.25 3.34 -0.39
H -1.44 1.04 4.92
H -0.11 0.38 5.88
H -1.41 -0.69 5.34
H 1.26 -1.42 2.90
H 0.18 -2.19 4.06
H 1.54 -1.20 4.66
Cl 4.87 3.61 1.51
C 5.06 1.92 1.11
C 6.14 1.23 1.64
C 6.33 -0.10 1.38
Cl 7.72 -0.92 2.08
C 5.42 -0.81 0.56
C 5.51 -2.19 0.27
C 4.56 -2.78 -0.52
C 3.51 -2.00 -1.02
N 3.42 -0.72 -0.78
C 4.33 -0.10 0.01
C 4.09 1.33 0.25
O 3.12 1.94 -0.24
H 6.84 1.76 2.28
H 6.33 -2.76 0.68
H 4.60 -3.84 -0.74
H 2.73 -2.43 -1.64
O -1.06 -1.29 1.32
N -1.22 -2.22 0.48
N -0.41 -3.20 0.62
O 0.45 -3.37 1.57
C -0.54 -4.21 -0.39
C 0.16 -5.40 -0.20
C 0.06 -6.41 -1.14
C -0.72 -6.25 -2.27
C -1.41 -5.05 -2.46
C -1.32 -4.03 -1.53
H 0.78 -5.48 0.69
H 0.61 -7.34 -0.99
H -0.80 -7.04 -3.00
H -2.01 -4.90 -3.35
H -1.83 -3.09 -1.67
C 0.62 4.10 -1.94
C 1.19 2.96 -2.80
O 1.70 3.33 -3.86
H 1.17 5.03 -2.09
H 0.61 3.83 -0.88
H -0.42 4.24 -2.26
C 1.85 0.51 -5.27
C 0.69 -0.12 -4.56
O 0.84 -1.10 -3.85
C -0.65 0.52 -4.67
C -0.95 1.46 -5.65
C -2.20 2.06 -5.70
C -3.16 1.73 -4.75
C -2.86 0.81 -3.75
C -1.62 0.20 -3.71
H 2.75 -0.05 -5.01
H 1.97 1.55 -4.95
H 1.71 0.47 -6.36
H -0.19 1.75 -6.37
H -2.42 2.79 -6.46
H -4.13 2.21 -4.77
H -3.58 0.58 -2.97
H -1.37 -0.50 -2.92
```


(3)
Molecular formula: C33H44ClN6P2SZn
Method: DFT, wB97M-V/def2-TZVPD

## Properties
Energy above the lowest of the compared OMol25 structures with the same formula, charge and spin ... 0.0 kcal/mol
Total charge ... +1
HOMO-LUMO gap ... 0.1279 Ha

XYZ file:
```
88
C33H44ClN6P2SZn wB97M-V/def2-TZVPD
Zn -1.31 0.53 -1.08
C -3.48 -2.02 -3.86
C -3.02 -1.16 -2.73
N -1.98 -0.43 -2.80
N -1.34 -0.14 -3.97
C -0.84 1.13 -4.10
N -0.05 1.35 -5.16
S -1.18 2.32 -2.98
C -3.78 -1.01 -1.47
C -4.92 -1.75 -1.20
C -5.68 -1.45 -0.08
C -5.27 -0.44 0.76
C -4.09 0.23 0.46
N -3.36 -0.06 -0.61
H -2.64 -2.40 -4.44
H -4.12 -1.44 -4.53
H -4.06 -2.87 -3.51
H -1.30 -0.82 -4.72
H -0.05 0.71 -5.95
H 0.21 2.30 -5.34
H -5.23 -2.54 -1.87
H -6.59 -2.01 0.14
H -5.84 -0.15 1.63
H -3.70 1.00 1.11
C 2.32 -0.01 -2.36
P 1.36 0.87 -1.06
C 1.89 -0.17 0.39
N 3.13 -0.05 0.80
C 3.55 -0.77 1.86
C 4.90 -0.67 2.29
C 5.31 -1.41 3.36
C 4.41 -2.26 4.05
C 3.11 -2.37 3.66
C 2.66 -1.63 2.54
N 1.40 -1.78 2.09
C 1.02 -1.11 1.03
P -0.67 -1.51 0.42
C -1.57 -1.75 1.98
C -0.46 -3.27 -0.24
C 0.25 -4.23 0.71
C 0.33 -3.16 -1.55
C -1.86 -3.82 -0.54
C 2.28 2.53 -0.95
C 2.17 3.22 -2.31
C 1.54 3.36 0.10
C 3.76 2.45 -0.59
H 3.36 -0.12 -2.04
H 2.28 0.55 -3.29
H 1.90 -1.00 -2.53
H 5.57 -0.01 1.76
H 6.34 -1.35 3.69
H 4.77 -2.84 4.89
H 2.41 -3.01 4.17
H -1.02 -2.42 2.63
H -2.57 -2.15 1.76
H -1.70 -0.79 2.48
H 1.21 -3.85 1.04
H 0.42 -5.18 0.19
H -0.36 -4.44 1.59
H 1.35 -2.82 -1.36
H -0.15 -2.45 -2.23
H 0.38 -4.13 -2.05
H -2.45 -3.93 0.37
H -1.77 -4.81 -0.99
H -2.40 -3.17 -1.22
H 1.14 3.31 -2.66
H 2.76 2.71 -3.07
H 2.57 4.23 -2.21
H 0.47 3.43 -0.12
H 1.95 4.37 0.13
H 1.65 2.93 1.10
H 4.33 1.90 -1.35
H 3.93 2.00 0.37
H 4.15 3.47 -0.56
Cl 0.35 5.95 5.28
C -0.07 4.75 4.09
C 0.55 3.51 4.12
C 0.19 2.54 3.20
C -0.79 2.77 2.22
C -1.21 1.74 1.33
C -1.35 4.07 2.18
C -1.00 5.03 3.11
H 1.30 3.31 4.87
H 0.67 1.56 3.24
H -0.81 0.75 1.44
H -2.02 1.93 0.63
H -2.08 4.30 1.41
H -1.45 6.02 3.07
```


(4)
Molecular formula: C33H44CoN6O3S2
Method: DFT, wB97M-V/def2-TZVPD

## Properties
Energy above the lowest of the compared OMol25 structures with the same formula, charge and spin ... 18.4 kcal/mol
Total charge ... +3
HOMO-LUMO gap ... 0.2445 Ha

XYZ file:
```
89
C33H44CoN6O3S2 wB97M-V/def2-TZVPD
Co -0.86 -1.45 0.66
C 5.04 -2.00 -2.51
C 3.97 -1.83 -1.45
C 3.98 -0.78 -0.57
C 3.00 -0.65 0.45
C 3.06 0.24 1.55
N 3.63 1.40 1.66
C 4.13 2.28 0.58
C 3.05 2.58 -0.47
C 1.84 3.37 0.04
N 0.92 2.55 0.85
C 0.35 2.95 1.95
C -0.54 2.22 2.76
C -0.98 2.82 3.97
C -1.76 2.17 4.88
C -2.24 2.82 6.15
C -2.06 0.83 4.59
C -1.68 0.20 3.41
C -1.99 -1.20 3.29
N -1.75 -1.97 2.30
C -2.11 -3.40 2.46
C -2.47 -4.03 1.12
C -1.24 -4.48 0.39
N -0.29 -3.35 0.25
C 0.80 -3.56 -0.36
C 1.89 -2.61 -0.44
C 2.93 -2.76 -1.34
C 1.89 -1.54 0.47
O 0.92 -1.34 1.31
C -0.99 0.90 2.41
O -0.76 0.43 1.24
H 5.87 -1.31 -2.36
H 4.63 -1.83 -3.50
H 5.44 -3.01 -2.50
H 4.81 -0.08 -0.61
H 2.52 -0.08 2.44
H 3.64 1.81 2.59
H 5.00 1.85 0.10
H 4.45 3.21 1.05
H 2.70 1.64 -0.92
H 3.51 3.17 -1.25
H 1.29 3.76 -0.81
H 2.16 4.21 0.65
H 0.61 1.64 0.50
H 0.64 3.93 2.31
H -0.67 3.84 4.17
H -2.03 3.89 6.16
H -1.76 2.37 7.02
H -3.32 2.68 6.28
H -2.60 0.26 5.34
H -2.47 -1.64 4.16
H -2.96 -3.48 3.13
H -1.27 -3.91 2.92
H -3.03 -3.32 0.51
H -3.11 -4.89 1.29
H -1.51 -4.87 -0.59
H -0.76 -5.28 0.95
H 0.97 -4.53 -0.83
H 2.93 -3.62 -2.01
S -3.44 -0.72 0.05
C -3.83 0.80 -0.55
N -4.91 1.03 -1.26
C -5.20 2.40 -1.70
C -4.02 3.29 -1.27
S -2.90 2.24 -0.27
H -5.56 0.29 -1.44
H -6.13 2.74 -1.25
H -5.32 2.41 -2.78
H -4.34 4.12 -0.65
H -3.46 3.67 -2.12
O -0.74 -1.19 -1.31
C -0.89 -0.43 -2.29
C -0.30 0.94 -2.33
C 1.12 0.65 -2.92
C 1.19 -0.17 -4.22
C 0.89 -1.69 -4.10
C -0.61 -2.05 -4.04
N -1.33 -0.89 -3.47
H -0.24 1.38 -1.34
H -0.86 1.60 -3.00
H 1.70 0.13 -2.15
H 1.60 1.62 -3.10
H 2.21 -0.08 -4.59
H 0.56 0.29 -5.00
H 1.38 -2.05 -3.20
H 1.34 -2.20 -4.95
H -0.79 -2.92 -3.42
H -1.02 -2.24 -5.02
H -1.48 -0.17 -4.15
```


(5)
Molecular formula: C33H44INO2SeW
Method: DFT, wB97M-V/def2-TZVPD

## Properties
Energy above the lowest of the compared OMol25 structures with the same formula, charge and spin ... 0.0 kcal/mol
Total charge ... +2
HOMO-LUMO gap (spin up / spin down) ... 0.2526 / 0.1846 Ha
2S+1 ... 3

XYZ file:
```
83
C33H44INO2SeW wB97M-V/def2-TZVPD
W -2.16 -1.15 -0.99
C 3.61 4.21 -2.22
C 3.33 2.94 -3.05
C 3.15 3.32 -4.53
C 4.54 2.01 -2.94
C 2.04 2.29 -2.56
C 2.01 0.98 -2.09
C 0.79 0.41 -1.78
Se 0.55 -1.48 -1.45
C 0.84 -1.82 0.45
C 1.97 -2.40 0.93
C 2.03 -2.82 2.29
C 0.88 -2.67 3.09
C -0.30 -2.10 2.65
C -0.30 -1.62 1.29
O -1.31 -1.00 0.75
C -1.51 -2.00 3.57
C -2.76 -2.67 2.95
C -1.25 -2.72 4.90
C -1.79 -0.51 3.86
C 3.29 -3.44 2.81
C 3.18 -3.93 4.25
C 4.41 -2.38 2.72
C 3.67 -4.64 1.90
C -0.41 1.13 -1.88
O -1.54 0.45 -1.58
C -0.40 2.48 -2.29
C 0.84 3.00 -2.62
C -1.69 3.31 -2.35
C -2.29 3.39 -0.93
C -2.70 2.69 -3.33
C -1.40 4.73 -2.82
H 4.53 4.67 -2.56
H 2.80 4.94 -2.31
H 3.72 3.95 -1.16
H 4.07 3.75 -4.92
H 2.90 2.44 -5.12
H 2.35 4.06 -4.67
H 5.42 2.52 -3.31
H 4.73 1.72 -1.90
H 4.40 1.11 -3.54
H 2.91 0.39 -2.02
H 2.81 -2.55 0.27
H 0.92 -3.04 4.10
H -2.51 -3.66 2.57
H -3.52 -2.79 3.72
H -3.20 -2.09 2.15
H -1.03 -3.78 4.74
H -0.41 -2.27 5.44
H -2.13 -2.64 5.53
H -1.99 0.04 2.94
H -2.66 -0.42 4.51
H -0.94 -0.05 4.36
H 2.94 -3.13 4.94
H 2.43 -4.73 4.35
H 4.14 -4.35 4.55
H 4.19 -1.54 3.38
H 5.35 -2.84 3.05
H 4.55 -2.01 1.71
H 2.85 -5.35 1.83
H 3.95 -4.32 0.89
H 4.54 -5.14 2.34
H 0.88 4.03 -2.95
H -2.48 2.40 -0.52
H -1.62 3.91 -0.25
H -3.24 3.93 -0.97
H -3.04 1.71 -3.01
H -3.57 3.34 -3.41
H -2.26 2.59 -4.32
H -0.70 5.25 -2.16
H -1.00 4.74 -3.84
H -2.33 5.31 -2.83
I -2.09 -3.85 -1.08
C -4.18 -1.20 -1.58
C -5.47 -1.46 -1.98
C -6.50 -0.74 -1.38
C -6.21 0.21 -0.40
C -4.90 0.42 -0.01
N -3.94 -0.30 -0.59
H -5.68 -2.18 -2.75
H -7.52 -0.92 -1.68
H -6.99 0.79 0.08
H -4.62 1.15 0.73
```


What did the fourth record say?
Molecular formula: C33H44CoN6O3S2
Method: DFT, wB97M-V/def2-TZVPD

## Properties
Energy above the lowest of the compared OMol25 structures with the same formula, charge and spin ... 18.4 kcal/mol
Total charge ... +3
HOMO-LUMO gap ... 0.2445 Ha

XYZ file:
```
89
C33H44CoN6O3S2 wB97M-V/def2-TZVPD
Co -0.86 -1.45 0.66
C 5.04 -2.00 -2.51
C 3.97 -1.83 -1.45
C 3.98 -0.78 -0.57
C 3.00 -0.65 0.45
C 3.06 0.24 1.55
N 3.63 1.40 1.66
C 4.13 2.28 0.58
C 3.05 2.58 -0.47
C 1.84 3.37 0.04
N 0.92 2.55 0.85
C 0.35 2.95 1.95
C -0.54 2.22 2.76
C -0.98 2.82 3.97
C -1.76 2.17 4.88
C -2.24 2.82 6.15
C -2.06 0.83 4.59
C -1.68 0.20 3.41
C -1.99 -1.20 3.29
N -1.75 -1.97 2.30
C -2.11 -3.40 2.46
C -2.47 -4.03 1.12
C -1.24 -4.48 0.39
N -0.29 -3.35 0.25
C 0.80 -3.56 -0.36
C 1.89 -2.61 -0.44
C 2.93 -2.76 -1.34
C 1.89 -1.54 0.47
O 0.92 -1.34 1.31
C -0.99 0.90 2.41
O -0.76 0.43 1.24
H 5.87 -1.31 -2.36
H 4.63 -1.83 -3.50
H 5.44 -3.01 -2.50
H 4.81 -0.08 -0.61
H 2.52 -0.08 2.44
H 3.64 1.81 2.59
H 5.00 1.85 0.10
H 4.45 3.21 1.05
H 2.70 1.64 -0.92
H 3.51 3.17 -1.25
H 1.29 3.76 -0.81
H 2.16 4.21 0.65
H 0.61 1.64 0.50
H 0.64 3.93 2.31
H -0.67 3.84 4.17
H -2.03 3.89 6.16
H -1.76 2.37 7.02
H -3.32 2.68 6.28
H -2.60 0.26 5.34
H -2.47 -1.64 4.16
H -2.96 -3.48 3.13
H -1.27 -3.91 2.92
H -3.03 -3.32 0.51
H -3.11 -4.89 1.29
H -1.51 -4.87 -0.59
H -0.76 -5.28 0.95
H 0.97 -4.53 -0.83
H 2.93 -3.62 -2.01
S -3.44 -0.72 0.05
C -3.83 0.80 -0.55
N -4.91 1.03 -1.26
C -5.20 2.40 -1.70
C -4.02 3.29 -1.27
S -2.90 2.24 -0.27
H -5.56 0.29 -1.44
H -6.13 2.74 -1.25
H -5.32 2.41 -2.78
H -4.34 4.12 -0.65
H -3.46 3.67 -2.12
O -0.74 -1.19 -1.31
C -0.89 -0.43 -2.29
C -0.30 0.94 -2.33
C 1.12 0.65 -2.92
C 1.19 -0.17 -4.22
C 0.89 -1.69 -4.10
C -0.61 -2.05 -4.04
N -1.33 -0.89 -3.47
H -0.24 1.38 -1.34
H -0.86 1.60 -3.00
H 1.70 0.13 -2.15
H 1.60 1.62 -3.10
H 2.21 -0.08 -4.59
H 0.56 0.29 -5.00
H 1.38 -2.05 -3.20
H 1.34 -2.20 -4.95
H -0.79 -2.92 -3.42
H -1.02 -2.24 -5.02
H -1.48 -0.17 -4.15
```